Entry 1:
C4H5IN2 | wB97M-V/def2-TZVPD

XYZ file:
```
12
Properties=species:S:1:pos:R:3:nbo_charge:R:1
C -0.93 0.27 2.10 0.221
C 0.60 -1.07 0.60 0.125
C -0.55 1.19 -0.16 -0.645
C -0.02 0.36 0.98 -0.220
N -1.66 0.34 2.96 -0.277
N 0.68 -1.49 -0.57 -0.635
I 1.68 1.25 2.12 0.132
H 1.04 -1.74 1.48 0.181
H -1.36 1.88 0.07 0.240
H 0.05 1.90 -0.68 0.246
H -0.91 0.49 -0.85 0.246
H 1.07 -2.50 -0.83 0.385
```

## Properties
E_HOMO = -9.929 eV
molar mass = 208.00 g mol⁻¹
gap between HOMO and LUMO = 0.343 Eh
max |F| = 0.070 hartree/bohr
ΔE to the lowest compared entry with this formula, charge and spin = 160.92 kJ/mol



Entry 2:
C36H67BrCl29N3O5P | wB97M-V/def2-TZVPD

XYZ file:
```
142
Properties=species:S:1:pos:R:3:lowdin_charge:R:1
C -6.16 -0.08 2.05 0.152
C -5.31 0.24 1.29 -0.127
C -4.26 0.73 0.39 -0.127
N -3.25 -0.32 -0.01 -0.198
O -3.84 -1.58 0.19 0.012
C -1.94 -0.26 0.70 -0.494
Br -2.23 -0.42 2.61 0.984
C -1.00 0.90 0.30 -0.407
C -1.07 2.11 1.27 -0.158
C -0.04 2.15 2.41 -0.256
C -0.54 3.04 3.55 -0.212
C -0.38 4.55 3.34 -0.266
N -1.18 5.32 4.32 -0.010
C 0.43 0.30 0.31 -0.085
C 0.66 -0.60 -0.93 -0.091
C 1.86 -1.51 -0.86 -0.513
O 1.88 -2.55 -1.47 0.120
O 2.92 -1.12 -0.11 0.034
O -1.18 1.44 -1.03 -0.124
C -2.21 1.03 -1.89 -0.797
Cl -1.41 0.60 -3.47 0.746
P -3.40 2.50 -2.25 0.961
C -3.02 3.08 -3.94 -0.371
C -2.77 3.90 -1.25 -0.271
C -2.93 -0.27 -1.51 -0.268
C -4.11 -0.61 -2.44 -0.159
C -3.79 -1.88 -3.26 -0.168
C -3.72 -3.16 -2.44 -0.230
C -5.08 -3.80 -2.14 -0.184
N -5.98 -2.96 -1.31 0.017
C -7.35 -3.43 -1.46 -0.489
C -8.36 -2.41 -1.93 0.005
O -7.65 -4.57 -1.24 0.110
H -7.03 -0.12 2.66 0.055
H -4.76 1.11 -0.50 0.096
H -3.78 1.57 0.89 0.062
H -3.22 -2.12 0.71 0.073
H -1.45 -1.20 0.44 0.103
H -0.91 2.99 0.65 0.117
H -2.06 2.19 1.73 0.046
H 0.94 2.47 2.06 0.108
H 0.11 1.17 2.85 0.031
H -0.03 2.75 4.47 0.098
H -1.61 2.84 3.72 0.097
H 0.66 4.82 3.53 0.114
H -0.72 4.86 2.35 0.106
H -2.15 5.03 4.25 -0.038
H -0.89 4.97 5.23 0.064
H 0.60 -0.28 1.22 0.128
H 1.16 1.10 0.24 0.135
H -0.19 -1.25 -1.13 0.108
H 0.75 0.05 -1.79 0.086
H 3.29 -0.32 -0.52 0.051
H -1.96 3.32 -4.07 0.039
H -3.35 2.35 -4.67 0.004
H -3.58 4.00 -4.10 0.000
H -3.00 3.79 -0.19 -0.054
H -3.19 4.83 -1.64 0.056
H -1.69 3.95 -1.36 0.049
H -2.22 -1.08 -1.63 0.121
H -4.25 0.19 -3.17 0.084
H -5.06 -0.69 -1.93 0.109
H -4.59 -2.01 -4.00 0.125
H -2.86 -1.68 -3.79 0.086
H -3.21 -3.90 -3.05 0.082
H -3.10 -3.06 -1.55 0.051
H -5.58 -3.93 -3.10 0.127
H -4.90 -4.78 -1.70 0.121
H -5.76 -3.16 -0.34 0.112
H -9.12 -2.26 -1.17 0.089
H -7.86 -1.47 -2.16 0.067
H -8.83 -2.81 -2.83 0.090
C 3.78 0.14 3.51 -0.984
Cl 2.44 0.94 4.33 0.568
Cl 4.34 1.08 2.13 0.507
H 4.60 0.02 4.21 0.033
H 3.44 -0.82 3.16 0.025
C 7.82 2.29 0.72 -1.031
Cl 6.27 2.63 -0.07 0.464
Cl 9.03 3.53 0.37 0.559
H 7.66 2.26 1.80 0.020
H 8.19 1.34 0.37 -0.074
C 5.00 -0.13 -3.34 -0.967
Cl 3.48 0.67 -2.89 0.574
Cl 6.39 0.67 -2.62 0.502
H 4.96 -1.15 -2.97 0.030
H 5.10 -0.12 -4.41 0.032
C -5.42 4.05 3.30 -0.958
Cl -4.57 4.69 4.69 0.561
Cl -4.35 3.97 1.88 0.598
H -5.78 3.05 3.52 0.020
H -6.24 4.71 3.06 0.037
C 6.26 -2.59 0.24 -0.991
Cl 6.69 -0.87 0.15 0.475
Cl 6.84 -3.34 1.73 0.526
H 5.18 -2.67 0.20 0.009
H 6.72 -3.10 -0.61 0.032
C 0.22 -5.17 -2.65 -0.989
Cl -0.35 -5.34 -4.32 0.523
Cl -1.14 -5.06 -1.51 0.535
H 0.82 -6.03 -2.40 0.031
H 0.80 -4.26 -2.57 -0.009
C -6.58 3.96 8.30 -1.015
Cl -6.81 5.60 7.68 0.504
Cl -6.53 2.76 7.00 0.475
H -5.64 3.92 8.84 0.026
H -7.40 3.72 8.96 0.026
C -5.77 4.09 -6.94 -0.996
Cl -4.03 4.35 -6.77 0.535
Cl -6.61 4.26 -5.39 0.503
H -6.16 4.83 -7.63 0.028
H -5.94 3.09 -7.31 0.027
C 10.92 2.70 3.40 -1.040
Cl 10.18 1.09 3.51 0.498
Cl 12.58 2.69 3.99 0.519
H 10.92 3.00 2.36 -0.026
H 10.34 3.39 3.99 0.026
C -0.04 2.07 -7.06 -1.020
Cl -1.34 0.88 -6.89 0.490
Cl -0.53 3.45 -8.04 0.515
H 0.22 2.43 -6.07 0.016
H 0.81 1.59 -7.53 0.026
C -1.12 -5.94 2.17 -1.029
Cl -2.25 -4.70 1.59 0.474
Cl -1.41 -6.35 3.86 0.529
H -1.25 -6.82 1.56 -0.028
H -0.11 -5.56 2.07 0.031
C 10.77 0.35 -1.33 -0.999
Cl 12.51 0.02 -1.27 0.545
Cl 9.87 -0.65 -0.18 0.512
H 10.61 1.39 -1.09 -0.002
H 10.42 0.13 -2.33 0.028
C 15.25 -1.26 0.90 -1.049
Cl 16.99 -1.07 1.07 0.507
Cl 14.40 -0.98 2.43 0.496
H 14.89 -0.55 0.17 -0.025
H 15.04 -2.28 0.58 0.025
C -2.87 -9.92 3.57 -1.011
Cl -1.71 -9.30 2.38 0.514
Cl -2.07 -10.41 5.06 0.518
H -3.58 -9.14 3.79 0.024
H -3.37 -10.78 3.14 0.027
```

## Properties
net charge = +1
E_HOMO = -11.079 eV
molar mass = 1760.96 g mol⁻¹
gap between HOMO and LUMO = 0.323 Eh
max |F| = 0.032 hartree/bohr



Entry 3:
C12H14N8O4S | wB97M-V/def2-TZVPD

XYZ file:
```
39
Properties=species:S:1:pos:R:3:nbo_charge:R:1
C -1.74 -2.04 0.56 -0.431
C -1.62 -0.69 -0.10 -0.223
N -0.28 -0.20 0.10 -0.393
C 0.79 -1.15 -0.05 0.398
N 0.55 -2.47 0.03 -0.394
C -0.79 -3.00 -0.07 -0.204
C 1.52 -3.55 -0.17 -0.200
C 2.84 -3.33 0.52 -0.428
C 3.43 -2.12 -0.15 -0.523
S 2.41 -0.61 -0.26 0.404
H -1.50 -1.95 1.63 0.227
H -2.76 -2.40 0.41 0.238
H -1.79 -0.73 -1.20 0.219
H -2.30 0.06 0.35 0.243
H -0.78 -3.92 0.51 0.210
H -1.02 -3.27 -1.11 0.211
H 1.01 -4.44 0.20 0.222
H 1.69 -3.65 -1.26 0.208
H 2.78 -3.27 1.61 0.234
H 3.44 -4.21 0.27 0.238
H 4.29 -1.75 0.40 0.253
H 3.69 -2.41 -1.17 0.232
O -1.99 5.91 1.81 -0.352
N -2.01 5.40 0.68 0.525
O -2.64 5.91 -0.28 -0.414
C -1.32 4.09 0.35 -0.122
C -1.48 3.46 -0.88 -0.091
C -1.09 2.11 -1.16 -0.130
N -0.85 1.76 -2.54 0.496
O -1.25 2.49 -3.46 -0.411
O -0.19 0.69 -2.72 -0.505
C -0.17 1.20 -0.25 0.137
N -0.27 1.95 1.00 -0.256
N 0.55 1.53 2.04 -0.110
N 0.62 2.49 2.89 -0.043
N -0.09 3.57 2.49 -0.292
C -0.60 3.27 1.28 0.332
H -1.93 4.07 -1.67 0.288
H 0.85 1.23 -0.69 0.205
```

## Properties
E_HOMO = -7.818 eV
molar mass = 366.36 g mol⁻¹
gap between HOMO and LUMO = 0.259 Eh
max |F| = 0.062 hartree/bohr



Entry 4:
C10H16OS | wB97M-V/def2-TZVPD

XYZ file:
```
28
Properties=species:S:1:pos:R:3:nbo_charge:R:1
C -1.83 -0.49 -3.43 -0.620
C -0.78 -1.21 -2.57 -0.420
C 0.29 -0.32 -1.92 -0.073
C 0.53 0.99 -2.42 -0.185
C 1.10 1.96 -1.58 -0.313
C 1.59 1.45 -0.31 0.314
O 2.02 2.35 0.63 -0.673
C 1.53 0.12 0.14 -0.282
C 0.90 -0.73 -0.74 -0.159
H -1.36 -0.08 -4.30 0.198
H -2.51 0.39 -3.02 0.209
H -2.55 -1.11 -4.00 0.218
H -1.39 -1.80 -1.85 0.219
H -0.28 -1.96 -3.34 0.208
H 0.33 1.32 -3.45 0.218
H 1.45 2.98 -1.94 0.220
H 1.87 3.17 0.40 0.464
H 2.04 -0.12 0.99 0.235
H 0.79 -1.81 -0.56 0.215
C -0.68 0.55 3.10 -0.771
S -0.34 -1.05 2.42 0.205
C -0.08 -1.74 4.14 -0.744
H -0.74 1.35 2.37 0.237
H -1.69 0.40 3.57 0.210
H -0.01 0.95 3.89 0.221
H 0.93 -1.57 4.60 0.215
H -0.27 -2.76 4.41 0.227
H -0.86 -1.25 4.73 0.208
```

## Properties
E_HOMO = -8.006 eV
molar mass = 184.30 g mol⁻¹
gap between HOMO and LUMO = 0.326 Eh
max |F| = 0.143 hartree/bohr
ΔE to the lowest compared entry with this formula, charge and spin = 235.91 kJ/mol



Q: Number 3 is which compound?
A: C12H14N8O4S